A structure of composition C20H48F8N2O28S10V in a non-equilibrium geometry, computed with ωB97M-V/def2-TZVPD.

```
117
Properties=species:S:1:pos:R:3:forces:R:3
O 1.67740 -3.96743 -0.16923 0.56 0.25 -0.31
V 0.46675 -3.00741 -0.32942 -2.15 -0.16 -1.50
O -0.05601 -2.99902 -1.84935 1.02 -0.05 1.81
N -0.91429 -4.01932 0.85498 -3.63 0.48 -1.56
S -2.57718 -4.25908 0.67124 -5.61 2.90 -5.90
O -3.45083 -3.20511 1.19899 2.57 -2.35 -0.27
O -2.99610 -5.63622 0.60744 0.92 1.42 1.23
F -2.70881 -3.91659 -0.98254 0.96 -0.11 2.19
S -0.90201 -4.90537 2.13216 4.82 -3.49 8.83
O -0.78985 -6.33932 2.00429 -0.46 1.73 -0.83
O -1.55399 -4.44298 3.38571 -0.03 -0.27 -3.79
F 0.58605 -4.47284 2.48263 0.46 0.03 -0.17
C -0.17880 1.22844 -1.50939 0.01 -3.47 0.83
F -0.37229 0.55150 -2.65418 -1.10 0.76 0.42
F 1.10869 1.24239 -1.38869 1.82 1.15 0.44
F -0.73943 2.37539 -1.43869 -0.45 1.06 -0.65
S -0.86111 0.15119 -0.00573 -5.94 -0.33 -0.55
O -1.36000 1.04702 1.09473 2.98 -1.98 -2.39
O -1.99437 -0.62887 -0.54106 2.64 0.81 0.23
N 0.43044 -0.99865 0.27281 -1.30 2.56 0.39
S 1.10830 -0.28756 1.54712 3.82 0.64 4.40
O 1.58243 1.11341 1.39884 -1.27 -2.60 -0.59
O 0.47012 -0.61036 2.83926 0.73 0.32 -2.50
C 2.79231 -1.29475 1.58660 -1.86 -1.40 0.11
F 3.30815 -1.45146 0.34315 -0.46 -0.01 1.07
F 3.62836 -0.69797 2.36304 0.97 1.18 0.31
F 2.54879 -2.50476 2.19444 0.06 1.03 -1.39
O 2.88293 -3.73019 -4.99001 1.24 2.72 0.39
S 3.31134 -2.30880 -5.03036 -0.40 0.92 -0.09
O 4.35217 -1.68789 -4.16862 -2.11 -2.07 -2.00
O 3.65488 -2.01103 -6.65620 -1.74 0.62 3.57
C 4.16598 -3.02959 -7.47368 0.57 1.01 -1.21
C 4.00703 -2.31658 -8.81322 1.15 -0.15 -0.96
C 1.76812 -1.15853 -4.93570 2.20 -1.92 -1.14
H 3.64202 -3.98537 -7.46589 0.05 0.07 0.53
H 5.20713 -3.04283 -7.15129 0.22 -1.06 -0.60
H 2.98533 -2.08632 -9.11523 -0.09 -0.20 0.40
H 4.48677 -2.82996 -9.64653 -0.11 -0.47 0.02
H 4.57009 -1.38430 -8.76931 -0.22 0.18 0.18
H 1.23328 -1.50952 -5.81823 -0.60 -0.11 0.46
H 2.13033 -0.16166 -5.18703 0.01 0.00 0.76
H 1.35461 -1.40911 -3.95882 -0.20 0.46 -0.24
O 6.41073 0.97378 -2.75552 -3.13 2.96 0.01
S 5.41177 2.07775 -2.56379 2.14 -0.93 0.78
O 5.89880 3.48159 -2.57229 -1.26 -2.83 0.04
O 4.16407 1.95204 -3.68065 2.58 -0.47 2.05
C 3.44040 3.14859 -3.87614 0.80 0.99 -1.05
C 2.71400 2.87112 -5.13475 -2.91 0.69 -0.80
C 4.46627 1.69035 -0.95381 0.62 0.48 -1.60
H 4.05882 4.01751 -4.10112 0.60 -0.22 0.72
H 2.79386 3.37899 -3.02939 -0.07 -0.09 0.01
H 1.71095 2.61597 -4.79284 -0.22 -1.07 -0.62
H 3.13135 2.19145 -5.87770 0.20 -0.25 0.65
H 2.45140 3.76006 -5.70827 0.50 0.47 0.10
H 3.98685 2.63348 -0.69161 -0.11 -0.24 0.11
H 5.14869 1.34047 -0.17923 0.22 0.25 -0.31
H 3.76973 0.88920 -1.20103 -0.01 0.21 -0.06
O -0.93886 4.13840 6.25063 0.61 -1.08 -0.26
S -0.10821 2.95506 6.36253 1.62 -1.06 0.77
O 1.28087 3.09875 6.87416 -3.36 -0.58 -0.88
O -0.97807 1.80016 7.30352 3.63 0.83 -1.67
C -2.26033 2.13223 7.69267 -1.47 1.40 -0.61
C -2.19372 3.16834 8.76201 0.37 0.11 3.12
C -0.09953 1.93998 4.82376 -0.23 0.58 0.39
H -2.73521 1.17511 7.90834 -0.18 0.29 0.32
H -2.78190 2.59300 6.85377 -0.26 -0.36 -0.19
H -3.08344 3.65762 9.15836 -0.50 0.23 -1.15
H -1.38190 3.88864 8.66092 -0.40 0.18 -0.70
H -1.91340 2.74464 9.72637 0.43 -0.82 0.10
H 0.17106 2.49047 3.92274 -0.25 0.58 0.31
H -1.13711 1.60769 4.79031 0.09 -0.15 -0.29
H 0.61435 1.11639 4.83674 -0.19 0.00 0.74
O -5.21000 -1.11950 5.02431 1.77 0.93 -0.07
S -3.87410 -0.58379 4.80724 0.08 0.08 0.28
O -3.47505 0.72317 5.39546 -0.52 -2.64 -0.79
O -2.87443 -1.81591 5.24885 -1.12 1.22 -0.58
C -1.47186 -1.54992 5.38861 0.65 -0.79 2.26
C -1.23186 -1.64731 6.95150 0.39 1.41 -1.17
C -3.45134 -0.56279 3.07971 0.17 1.11 0.25
H -1.14627 -0.62439 4.91374 -0.36 0.32 0.50
H -0.83923 -2.29254 4.90241 -0.73 -0.49 -0.30
H -1.58421 -2.54703 7.45594 -0.06 -0.15 -0.63
H -1.74145 -0.79122 7.39368 -0.06 -0.05 0.13
H -0.17301 -1.50222 7.16570 0.11 -0.12 0.03
H -2.36609 -0.66383 3.06985 -0.05 -0.92 -0.27
H -3.50677 0.44890 2.67783 -0.82 0.11 0.12
H -4.07977 -1.27437 2.54415 0.58 -0.08 0.06
O -4.22278 6.11225 2.41667 0.86 -1.80 0.20
S -3.71788 4.79381 2.79604 1.07 -0.40 0.41
O -4.07819 3.57902 2.07278 0.10 1.82 0.77
O -1.98551 4.78371 2.80158 -2.72 -0.58 1.00
C -1.24948 5.35704 1.74825 1.31 0.29 -1.28
C -0.24152 4.37665 1.05547 -0.66 -0.38 -0.03
C -4.09674 4.51310 4.64078 1.36 -0.49 -1.56
H -0.73156 6.21432 2.17828 0.06 0.06 -0.11
H -1.87020 5.70080 0.92082 -0.38 0.27 0.31
H -0.77014 3.87562 0.24453 -0.15 -0.25 0.37
H 0.20293 3.60870 1.68856 -0.29 0.07 0.28
H 0.60417 4.81705 0.52731 -0.07 0.81 0.35
H -3.80469 3.47603 4.80605 -0.31 -0.15 -0.14
H -5.16860 4.66087 4.77264 0.25 0.19 -0.13
H -3.42289 5.08756 5.27640 -0.32 0.48 -0.29
O -2.11613 -4.80887 -7.34308 1.36 2.22 -0.19
S -1.15960 -3.73468 -7.02713 -0.66 0.96 1.16
O -1.15655 -2.38226 -7.66925 -0.25 -3.31 0.97
O -1.25475 -3.49628 -5.40513 -0.03 -0.07 -1.52
C -2.43652 -2.71901 -4.90225 1.21 -1.05 -0.87
C -1.91335 -1.38990 -4.40814 -0.47 -0.16 0.41
C 0.48323 -4.46155 -7.07993 0.12 0.57 -0.18
H -2.84005 -3.37443 -4.13044 0.26 0.36 0.36
H -3.18909 -2.76426 -5.68944 0.02 0.71 -0.11
H -1.56201 -0.65707 -5.13451 -0.45 -0.30 -0.49
H -1.05254 -1.55384 -3.75990 -0.31 -0.29 0.24
H -2.73219 -0.97885 -3.81768 0.19 0.42 0.17
H 1.27269 -3.75548 -6.82237 -0.43 0.23 0.29
H 0.67520 -4.71456 -8.12262 -0.34 -0.37 0.04
H 0.54312 -5.30414 -6.39106 -0.25 0.01 -0.25
```
Positions in Å, forces in eV/Å.

Total charge = -1
Electronic energy = -8731.65973 hartree
HOMO-LUMO gap = 9.19 eV
HOMO = -9.04 eV

A structure of composition C24H72KO30PV in a non-equilibrium geometry, computed with ωB97M-V/def2-TZVPD.

```
129
Properties=species:S:1:pos:R:3:forces:R:3
K -3.67914 1.87068 1.13041 -0.05 -0.24 -0.27
O 0.27177 -0.85414 0.46450 -1.63 0.23 -1.25
V -1.07131 -0.39748 -0.37548 2.08 1.61 1.08
O -1.10424 1.20676 -0.30876 0.09 -1.25 0.03
P -3.46230 -1.27337 0.34275 -3.71 -1.53 1.03
O -3.08092 -0.52572 -1.00532 1.15 -0.42 1.16
O -4.86591 -0.83290 0.90365 3.73 -0.35 -1.16
O -2.21724 -0.83936 1.30706 -0.86 -0.16 -2.26
O -3.30504 -2.77854 -0.05735 0.19 1.86 0.96
C 2.72800 3.87946 -1.17917 1.96 -0.13 -0.47
C 3.79253 2.69422 -1.26445 -2.65 -0.25 0.79
O 4.03866 2.16501 -2.53480 0.25 0.04 -0.29
O 3.03520 4.86381 -2.18506 0.27 0.18 0.13
H 3.03832 4.33232 -0.23751 -0.77 -0.08 0.49
H 1.64965 3.74093 -1.25698 0.26 -0.89 0.26
H 3.35485 1.86352 -0.71085 -0.22 -0.11 0.13
H 4.64678 2.94431 -0.63531 0.65 0.46 -0.66
H 4.10609 2.86335 -3.19007 0.04 0.40 0.10
H 3.52969 5.52103 -1.68993 0.14 0.27 -0.58
C -2.09833 -4.50771 -2.76297 0.25 0.67 -0.44
C -1.50370 -3.04604 -2.87506 -3.51 -1.37 -2.72
O -1.15526 -2.56080 -1.68439 2.97 1.05 3.00
O -3.22072 -4.66799 -1.91459 0.59 -0.09 -0.73
H -1.29069 -5.16966 -2.45047 0.18 -0.25 -0.02
H -2.48230 -4.79438 -3.74200 0.47 -0.08 -0.30
H -2.34174 -2.40551 -3.14987 -0.53 -0.07 -0.95
H -0.80297 -2.94329 -3.70363 0.68 -0.24 0.43
H -1.93681 -2.70636 -1.14624 -0.93 -0.13 1.29
H -3.20697 -3.98412 -1.24099 -0.49 0.34 0.74
C 0.11229 0.78288 -3.38101 -1.26 -0.15 0.90
C 1.32706 0.45719 -4.26207 -0.01 3.29 -0.36
O 1.69336 -0.85196 -4.34162 -0.04 -2.57 0.18
O -0.01561 -0.19657 -2.36676 0.35 -0.65 0.45
H -0.83308 0.71012 -3.91867 0.11 0.22 -0.65
H 0.05723 1.71758 -2.82298 0.70 0.43 -0.61
H 2.23887 0.97108 -3.95775 -0.43 0.80 0.24
H 1.02511 0.81811 -5.24526 0.23 0.17 -0.29
H 2.63750 -0.87002 -4.16880 -0.11 -0.41 0.12
H 0.39163 -0.93872 -2.81949 0.00 -1.15 0.69
C -3.35722 5.68766 -2.68948 -0.97 0.11 -0.33
C -2.09347 4.97259 -2.19588 -0.18 0.14 1.02
O -1.33300 4.41562 -3.23642 -0.29 0.06 0.04
O -3.10753 6.24273 -3.96967 0.33 0.29 -0.80
H -3.72266 6.52812 -2.09942 0.51 -0.15 0.88
H -4.26969 5.10351 -2.80892 0.38 -0.70 -0.05
H -2.27605 4.17963 -1.47063 -0.35 -0.06 -0.09
H -1.52270 5.73407 -1.66440 0.42 0.17 0.11
H -1.43024 5.07826 -3.92421 0.16 -0.06 -0.66
H -2.75769 7.12762 -3.84247 0.04 0.07 -0.11
C -4.39719 1.94154 -2.95861 0.89 -1.79 2.40
C -5.31917 0.75470 -3.20435 0.64 0.38 -0.35
O -4.66236 -0.49138 -3.18034 -0.04 0.25 -1.13
O -3.88085 1.75519 -1.61995 -0.94 2.96 0.32
H -4.96179 2.87380 -2.97333 0.23 0.09 -0.24
H -3.47137 1.91132 -3.53310 -0.50 0.35 -1.01
H -5.69046 0.97776 -4.20459 -0.77 -0.73 -0.07
H -6.04552 0.68851 -2.39433 -0.63 0.71 -0.34
H -4.47035 -0.69621 -2.26231 0.34 -0.28 0.25
H -3.63641 0.84770 -1.42421 0.49 -1.11 -0.26
C 3.10138 -1.19326 2.68501 -0.48 2.62 0.12
C 4.02795 -0.47416 1.76836 0.07 1.63 -0.11
O 4.84226 -1.29647 0.99348 0.41 0.00 0.08
O 2.23947 -2.04194 2.01013 1.05 -2.51 0.77
H 2.50179 -0.39062 3.11438 -0.17 0.31 0.37
H 3.73127 -1.49697 3.52113 -0.51 -1.66 -0.04
H 4.60351 0.23330 2.36529 0.85 -0.44 0.45
H 3.49051 0.29073 1.20781 -0.61 -0.46 -0.93
H 4.31531 -2.06964 0.77868 -0.11 -0.19 -0.31
H 1.51481 -1.60343 1.55827 -0.55 0.78 -0.41
C -1.29063 1.11018 4.04857 -0.29 -2.68 0.84
C -0.87456 -0.32558 4.51503 -0.55 1.18 0.66
O -1.84459 -1.29676 4.16362 0.64 0.70 0.48
O -1.26376 1.12748 2.66581 1.18 2.64 -0.69
H -0.64780 1.79698 4.59920 0.26 0.55 -0.79
H -2.32354 1.27714 4.35405 -0.10 0.04 0.59
H -0.75527 -0.19124 5.59012 -0.25 -0.74 0.35
H 0.08941 -0.65024 4.12329 0.27 0.44 -0.20
H -1.62096 -1.41844 3.23799 -0.68 -0.69 -0.65
H -1.83618 0.45341 2.29222 -0.23 -1.22 -0.36
C -2.62053 5.27109 1.86160 -0.53 0.56 2.97
C -1.99363 6.27405 2.91653 1.74 -0.95 -2.63
O -1.12665 7.03081 2.10564 0.12 2.21 -0.22
O -3.67429 4.61161 2.57961 -0.59 -0.67 -0.73
H -1.94802 4.46561 1.56659 0.22 0.42 -0.11
H -2.96489 5.85079 1.00517 -0.02 -0.09 -0.06
H -1.29744 5.81528 3.61864 -0.95 -0.63 0.64
H -2.68922 6.96566 3.39186 -0.26 -0.35 -0.05
H -0.33442 6.53384 1.88885 0.09 -0.50 -0.14
H -4.35037 5.26864 2.76080 -0.13 -0.05 0.08
C 1.63705 2.88284 2.27294 -0.53 2.22 -1.50
C 0.74411 4.21159 2.40120 -0.23 -1.90 -1.63
O 0.71041 5.13338 1.27038 0.11 -0.47 1.11
O 1.22434 1.91158 1.31949 0.14 1.39 1.50
H 1.55767 2.60650 3.32434 0.86 -0.87 0.06
H 2.58416 3.22066 1.85229 0.62 -0.18 0.99
H 0.92087 4.63994 3.38780 0.27 0.57 -0.18
H -0.25803 3.78289 2.39650 -0.22 0.26 0.24
H 1.57404 5.52037 1.10914 0.26 -0.17 0.10
H 0.34627 1.72069 1.65737 -0.91 -1.11 -0.57
C 3.84442 -3.72634 -1.98557 0.02 -1.75 -0.89
C 4.19057 -4.60297 -3.30339 -1.39 0.57 -0.08
O 3.09152 -5.11228 -4.04218 -1.59 0.12 0.00
O 4.98691 -3.05954 -1.53663 0.50 0.58 -0.02
H 3.42077 -4.32547 -1.17955 0.03 -0.52 -0.10
H 3.05972 -2.98828 -2.15170 0.15 0.17 -0.62
H 4.63903 -5.59080 -3.19762 1.29 0.71 1.04
H 4.65155 -3.95778 -4.05127 1.17 0.14 0.66
H 2.64418 -4.38357 -4.47862 -0.24 0.03 0.01
H 5.56450 -3.66033 -1.06014 -0.07 -0.11 0.02
C 0.15763 -4.78947 0.72678 0.51 -0.80 0.37
C -0.82954 -4.26218 1.73600 -0.68 1.22 0.18
O -2.17836 -4.54852 1.55566 -0.22 -1.55 -0.15
O -0.05716 -6.19048 0.60092 0.76 -0.57 0.00
H 1.10702 -4.62378 1.23601 0.35 -0.44 0.01
H 0.35630 -4.38722 -0.26662 -0.99 0.69 -0.06
H -0.83436 -3.17396 1.79803 1.05 0.34 0.22
H -0.57707 -4.70853 2.69784 0.36 0.10 0.09
H -2.52052 -3.87786 0.96006 -0.84 0.43 -0.44
H -0.94501 -6.35785 0.27639 -0.28 0.37 0.08
C 2.52150 -6.67234 4.17880 3.22 -0.43 -1.78
C 3.07563 -5.22219 4.11753 -2.27 1.33 0.49
O 3.32015 -4.66185 2.85649 0.65 -0.84 -1.11
O 2.57741 -7.17586 5.47100 -1.03 -0.08 2.04
H 3.24988 -7.34095 3.71997 0.13 0.36 -1.33
H 1.61464 -6.85199 3.60136 -0.45 0.50 0.57
H 3.88709 -4.91172 4.77574 0.31 -1.11 0.32
H 2.22723 -4.62851 4.45790 -0.23 0.03 0.86
H 2.82246 -3.84395 2.78617 -0.20 0.19 -0.36
H 3.29525 -7.81175 5.51514 -0.23 0.19 0.09
```
Positions in Å, forces in eV/Å.

Total charge = -1
Electronic energy = -5100.13884 hartree
HOMO-LUMO gap = 7.74 eV
HOMO = -6.38 eV

A structure of composition C5H6O2 in a non-equilibrium geometry, computed with ωB97M-V/def2-TZVPD.

```
13
Properties=species:S:1:pos:R:3:forces:R:3
O 2.03842 -1.04096 0.42985 0.06 1.04 -1.75
C 0.56157 -0.52492 0.58438 2.50 -0.86 -0.68
C 0.32720 0.89035 -0.05742 0.37 0.26 0.54
O 0.40969 0.23747 -1.34737 0.03 0.07 0.15
C -0.32736 -0.81471 -0.67756 0.08 -0.59 0.12
C -1.64277 -0.08689 -0.33564 0.21 -0.05 0.36
C -1.18449 1.09092 0.09943 0.10 -0.30 0.18
H 2.57107 -0.41300 0.95090 -0.26 -0.28 -0.37
H 0.85506 -1.05418 1.49542 -3.38 0.80 1.50
H 1.02734 1.71186 0.08360 -0.12 -0.01 -0.02
H -0.33787 -1.77170 -1.19631 0.01 0.11 0.08
H -2.65486 -0.47346 -0.41660 0.29 0.10 0.03
H -1.69123 1.96665 0.49569 0.10 -0.27 -0.15
```
Positions in Å, forces in eV/Å.

Electronic energy = -344.42857 hartree
HOMO-LUMO gap = 10.64 eV
HOMO = -9.67 eV
ΔE to the lowest compared entry with this formula, charge and spin = 108.77 kcal/mol

A cluster of 10 separate species, C5H28O9 in total in a non-equilibrium geometry, computed with ωB97M-V/def2-TZVPD.

```
42
Properties=species:S:1:pos:R:3:forces:R:3
C 1.71535 -0.25310 0.27069 0.37 -0.19 1.15
C 0.56027 -1.10539 -0.17165 0.80 0.94 0.56
C -0.61913 -1.12327 0.43733 0.70 -1.59 -0.34
C -1.62500 -2.13106 -0.00256 -2.63 0.13 0.14
C -3.10508 -1.57880 -0.00260 0.95 0.87 -0.54
H 1.73551 -0.16298 1.36260 -0.58 0.51 0.02
H 1.81370 0.73572 -0.18042 -0.28 0.00 -0.07
H 2.67704 -0.73598 0.18035 0.23 -0.39 -0.75
H 0.81649 -1.79877 -0.95094 -0.49 -0.15 -0.64
H -0.73359 -0.66315 1.41444 -0.29 0.45 -0.26
H -1.49253 -2.52734 -1.00266 0.89 -0.06 0.16
H -1.74352 -2.97456 0.67850 0.79 -0.09 0.16
H -3.52468 -1.43415 -1.00158 -0.04 -0.62 -0.19
H -3.09080 -0.52643 0.30058 -0.28 -0.28 0.82
H -3.74030 -2.23526 0.58161 -0.33 0.40 0.09
O 3.11669 0.86666 -2.74328 0.12 0.13 -0.01
H 3.05532 0.11538 -2.14325 -0.39 0.04 -0.03
H 2.30903 0.85580 -3.26548 0.00 -0.23 -0.01
O 0.79955 3.62205 -1.54932 -0.57 -0.08 0.65
H 1.28362 4.45044 -1.59754 0.22 -0.26 -0.46
H 0.94947 3.07178 -2.31824 0.42 0.29 -0.19
O -3.83956 0.92677 3.09577 0.60 -0.46 -0.21
H -3.77468 -0.03646 3.03921 -0.38 0.01 0.13
H -2.93352 1.14864 2.84094 -0.16 0.41 0.08
O -0.10668 4.41059 1.16460 0.08 -0.15 -0.28
H 0.05387 3.62782 0.61883 0.01 0.03 0.14
H -0.14984 5.09773 0.49196 -0.12 0.13 0.17
O 4.81997 0.11874 -0.32800 0.43 -0.64 0.71
H 4.50560 0.99628 -0.10421 -0.10 0.12 -0.58
H 4.75273 -0.06042 -1.26537 0.10 0.59 -0.16
O -1.17083 0.60676 -4.11991 -0.09 0.86 0.05
H -1.32138 1.09546 -4.93952 0.09 -0.42 -0.19
H -1.44687 1.27232 -3.47257 0.07 -0.38 0.22
O -1.63444 -2.20342 -3.24749 0.00 0.14 -0.05
H -1.30170 -1.33395 -3.51553 -0.13 -0.10 -0.06
H -2.37757 -2.00027 -2.66742 0.04 -0.03 -0.18
O -1.13225 -1.67810 3.74410 0.25 -0.08 0.03
H -0.36398 -2.20868 3.48845 -0.11 0.13 -0.05
H -0.98671 -1.51306 4.68158 -0.10 0.01 0.00
O 2.24231 -1.26429 4.00842 0.01 0.23 0.05
H 1.82907 -0.42517 4.24360 -0.05 -0.08 -0.04
H 3.17908 -1.04485 3.94599 -0.04 -0.15 -0.04
```
Positions in Å, forces in eV/Å.

Structure (SMILES) = C/C=C/CC.O.O.O.O.O.O.O.O.O
Electronic energy = -884.38729 hartree
HOMO-LUMO gap = 8.93 eV
HOMO = -9.13 eV
ΔE to the lowest compared entry with this formula, charge and spin = 36.46 kcal/mol

Question: The lowest HOMO belongs to which entry?
Answer: C5H6O2

Question: Which formula does entry 2 have?
Answer: C24H72KO30PV

Question: Which of these has the highest HOMO-LUMO gap?
Answer: C5H6O2

Question: Among the records above, which one has the highest electronic energy?
Answer: C5H6O2